1.
{
  "formula": "C14H27N2OSc",
  "method": "ωB97M-V with the def2-TZVPD basis set",
  "elements": ["H", "C", "C", "H", "H", "C", "C", "C", "H", "H", "H", "H", "H", "H", "C", "C", "H", "C", "Sc", "H", "H", "H", "C", "C", "H", "C", "H", "H", "H", "H", "H", "N", "N", "H", "C", "H", "H", "H", "O", "H", "H", "H", "C", "H", "C"],
  "coordinates": [[0.21420, 3.28373, 0.22681], [-0.84656, 0.12766, -3.47964], [-1.54409, -2.42226, 0.92111], [2.53881, -2.29941, -0.13896], [0.59959, 3.45016, -2.80019], [-0.86953, -1.74856, -0.22138], [1.40230, 1.89422, -0.91199], [-1.52278, -0.88145, -1.17702], [2.23132, 2.04837, -0.06459], [-1.83298, 0.61188, -3.44630], [-0.30061, 1.16369, 5.13178], [0.88868, -1.28175, 2.78713], [-1.85090, -3.45355, 0.65648], [2.06849, -0.20372, -3.13874], [0.67543, -1.26397, -1.88286], [0.27669, 2.81593, -0.76351], [-0.75042, 2.44046, -0.95929], [-0.56059, -0.59141, -2.20416], [0.40796, 0.57361, 0.10447], [-3.45822, -0.49365, -0.27404], [1.77179, 1.62449, -1.87829], [1.40222, -2.53453, 1.18672], [1.54799, -2.69114, 0.11076], [1.94661, -1.18526, -2.65645], [-0.78923, 2.28744, 3.85311], [-0.02149, 0.56764, 3.13380], [1.57936, -0.72170, 0.61309], [2.81944, -1.36163, -2.01173], [-2.45807, -1.87579, 1.20751], [-0.35682, 4.63606, -1.84604], [0.63975, -0.81565, 4.49048], [-0.43954, 1.42200, 4.13086], [0.50358, -0.61186, 3.51797], [-0.89590, -2.49092, 1.81081], [-2.99795, -0.65323, -1.25359], [1.98375, -1.93880, -3.45980], [-0.10121, 0.89968, -3.73635], [-0.86417, -0.59975, -4.30996], [-0.25613, 0.96514, 1.97594], [-3.25410, 0.20281, -1.88149], [1.41942, 4.47096, -1.59181], [-3.46341, -1.54167, -1.70338], [0.49272, -1.96120, -0.65452], [1.55798, -3.77382, -0.07012], [0.48952, 3.93094, -1.81823]],
  "forces_ev_per_a": [[0.15, -0.24, 0.01], [-0.28, 0.22, 0.08], [-0.22, 0.16, 0.30], [-0.21, -0.27, 0.06], [-0.09, 0.34, 0.16], [-1.79, 0.82, -0.71], [4.10, 2.56, 0.77], [0.89, -0.38, 0.87], [-1.35, -0.58, -1.81], [0.35, -0.17, -0.06], [-0.32, 0.73, -1.40], [-0.71, 1.45, 1.56], [0.21, 0.38, 0.03], [-0.03, -0.32, 0.06], [0.43, -0.21, 1.44], [-0.97, 1.73, -0.26], [0.17, -0.47, -0.16], [-0.61, -0.40, 0.06], [-2.90, -3.96, 1.25], [0.10, -0.05, -0.14], [0.23, -0.08, -0.55], [0.07, -0.40, -0.33], [0.24, -1.18, 0.05], [0.30, 0.00, -0.30], [-0.66, 1.47, -0.18], [-1.05, 1.04, 3.92], [-0.03, 1.29, 0.23], [-0.25, 0.06, -0.22], [0.34, -0.28, -0.12], [0.34, -0.32, 0.08], [0.10, -0.11, 0.13], [1.71, -3.44, 0.66], [0.48, -0.58, -2.50], [-0.20, -0.11, -0.37], [-0.19, 0.05, -0.05], [-0.05, 0.20, 0.23], [-0.09, -0.39, 0.10], [0.09, 0.21, 0.21], [0.57, -0.43, -1.70], [0.03, -0.10, 0.09], [-0.37, -0.11, -0.12], [-0.01, 0.22, 0.11], [1.59, 1.24, -1.03], [-0.15, 0.13, -0.11], [0.03, 0.29, -0.39]],
  "lowdin_charge": [0.129, 0.021, 0.015, 0.083, 0.090, -0.196, -0.156, -0.218, 0.178, 0.092, 0.158, 0.121, 0.131, 0.085, -0.223, -0.323, 0.132, -0.185, 0.920, 0.091, 0.088, 0.056, -0.070, -0.001, 0.102, -0.557, 0.084, 0.095, 0.100, 0.107, 0.130, 0.211, 0.214, 0.083, -0.010, 0.118, 0.097, 0.130, -0.065, 0.084, 0.104, 0.117, -0.238, 0.116, -0.038],
  "multiplicity": 1,
  "lumo_ev": [-9.86, -9.30],
  "homo_ev": [-14.916, -15.081],
  "total_charge": 2,
  "gap_ev": [5.05, 5.78]
}

2.
{
  "formula": "C14H27N4O5",
  "method": "ωB97M-V with the def2-TZVPD basis set",
  "elements": ["H", "H", "C", "C", "H", "H", "H", "O", "N", "O", "C", "H", "C", "H", "H", "C", "O", "N", "H", "C", "H", "C", "C", "H", "H", "C", "H", "H", "C", "C", "H", "H", "H", "H", "O", "H", "C", "C", "H", "C", "H", "H", "H", "H", "O", "H", "N", "H", "H", "N"],
  "coordinates": [[-4.11436, 0.29592, 3.57742], [-1.91259, -2.82973, 1.48714], [-5.72543, -0.76685, 2.68216], [-1.18832, -1.16594, 2.72720], [-1.82502, -0.05497, 0.00859], [-0.42323, -3.21659, 2.47630], [-5.80761, -1.69689, 3.24721], [1.19230, -2.01529, 0.86648], [0.21368, -1.48327, -3.27500], [-0.52968, -2.12317, -0.54458], [-0.13131, -2.21352, 0.60059], [0.18253, 0.27038, -0.99731], [-0.39180, 1.23620, 0.71143], [-0.32806, -1.62203, -2.42654], [4.54298, 0.21931, -0.37116], [-0.62458, 2.13840, -1.64006], [2.38101, -0.36180, -1.41853], [1.64437, 1.61006, -0.65642], [-0.20836, -0.81013, 2.99966], [-1.57710, 1.22374, -2.44866], [4.41235, 1.79243, -1.17268], [-2.01789, 0.00770, 2.11432], [-1.02782, 0.64118, -3.80495], [-2.43901, 1.81508, -2.65634], [-6.00071, -0.96920, 1.62302], [0.22167, 1.30602, -0.67921], [0.05049, 2.69484, -2.30588], [0.94030, 0.45232, -2.99151], [-3.44720, -0.49560, 1.84151], [-0.96129, -2.43188, 1.85090], [-1.89521, 0.39881, -1.81886], [-6.42958, -0.05547, 3.03403], [-0.16118, -1.97120, -4.08211], [0.88290, 0.02349, -4.66368], [-3.69591, -1.07274, 0.79087], [-1.76430, -0.00678, -4.22511], [3.98784, 1.12583, -0.43807], [2.61857, 0.76087, -0.93131], [-2.00415, 0.86001, 2.78743], [0.31604, -0.06863, -3.70668], [1.15630, -1.83814, -3.12063], [1.92691, 2.52764, -0.29314], [-1.18601, 2.89827, -1.10210], [-0.96074, 1.48949, -4.46378], [0.08923, 1.86896, 1.61062], [-1.61031, -1.46665, 3.70733], [-1.43245, 0.42028, 0.83854], [3.95372, 1.59732, 0.53159], [1.67290, -1.84136, 0.07399], [-4.37732, -0.23583, 2.74855]],
  "forces_ev_per_a": [[-0.13, -0.33, -0.44], [0.08, -0.07, 0.21], [0.12, -0.85, -1.28], [0.12, -0.18, 0.35], [0.34, 0.26, 0.99], [-0.72, 1.01, -0.75], [-0.06, 0.06, -0.02], [-1.88, -0.71, 1.66], [0.70, 0.32, -1.30], [-0.37, -0.34, -0.04], [1.54, 1.11, 0.13], [0.15, -0.19, -0.33], [0.84, 0.43, -0.36], [-0.25, -0.23, 0.63], [0.58, -0.52, -0.09], [0.37, -0.26, -0.68], [0.10, 0.22, -0.10], [-0.93, 2.31, 0.57], [0.43, 0.51, -0.04], [0.90, -0.20, -0.30], [0.55, 0.27, -0.09], [0.32, -0.79, -0.25], [0.04, 0.66, 1.58], [-0.86, 0.14, -0.41], [0.44, 0.06, 0.74], [0.15, -0.92, -0.50], [-0.17, -0.15, -0.01], [0.12, -0.20, 0.15], [0.42, 0.40, -1.16], [0.00, -0.75, 0.16], [-0.24, -0.11, 0.09], [-0.50, 0.68, 0.56], [-0.40, -0.58, 0.27], [-0.56, -0.68, 0.58], [0.34, -0.21, -0.11], [-0.69, -0.53, -0.38], [-0.58, 0.27, -0.61], [0.00, -2.02, 0.74], [0.02, 0.01, 0.17], [0.50, 1.92, -0.55], [0.10, -0.05, 0.39], [-0.35, -0.72, 0.03], [-0.15, -0.02, 0.08], [0.37, 0.21, -0.49], [0.58, 0.76, 1.39], [-0.14, 0.00, -0.65], [-1.67, -1.31, -0.72], [-0.08, 0.27, 0.21], [0.65, 0.46, -1.48], [-0.16, 0.56, 1.44]],
  "lowdin_charge": [0.155, 0.119, -0.045, -0.093, 0.124, 0.155, 0.093, 0.129, 0.218, 0.052, -0.462, 0.104, -0.472, 0.111, 0.084, -0.105, -0.018, 0.132, 0.112, -0.148, 0.094, -0.172, -0.139, 0.107, 0.102, -0.230, 0.129, 0.087, -0.470, -0.064, 0.093, 0.073, 0.171, 0.153, 0.055, 0.106, 0.032, -0.506, 0.150, -0.161, 0.162, 0.175, 0.125, 0.117, 0.109, 0.131, 0.127, 0.093, 0.071, 0.033],
  "multiplicity": 1,
  "de_lowest_kcal_mol": 0.0,
  "lumo_ev": -2.52,
  "homo_ev": -12.337,
  "total_charge": 1,
  "gap_ev": 9.82,
  "smiles": "CNC(=O)[C@@H](CCC(=O)O)NC(=O)[C@@H](CCCC[NH3+])NC(C)=O"
}

no.,E_tot (eV),molar mass (g mol⁻¹)
1,-40666.573,284.34
2,-31150.650,331.39